Entry 1:
Here is a structure of composition C4H5LiORh from the Open Molecules 2025 dataset. Energies are from ωB97M-V with the def2-TZVPD basis set.

Properties
Gap between HOMO and LUMO (alpha / beta)   6.9 / 7.8 eV
Maximum force   2.879 eV/A
E_LUMO (alpha / beta)   -8.9 / -11.5 eV
Spin multiplicity   6
Electronic energy   -347.765293 Eh
Relative energy (zero: lowest compared OMol25 entry of this formula, charge and spin)   0.00 kJ/mol
Charge   +2
<S²>   8.754

Last column: Löwdin spin population.
Geometry (Å):
C1 1.3259 0.2804 1.9998  0.455
C2 2.5381 0.5014 2.0111  0.528
H1 3.5889 0.7426 1.9856  0.019
C3 -0.0724 0.5570 -1.2154  0.007
C4 -1.1604 -0.4160 -1.0508  0.051
O1 -1.5287 -0.8686 0.0448  0.295
Li1 -0.6316 -0.0836 1.7318  0.063
H2 -0.5349 1.5084 -1.5308  0.000
H3 0.5648 0.5614 -0.3128  0.000
H4 0.5532 0.2455 -2.0655  0.001
H5 -1.7004 -0.7355 -1.9596  0.013
Rh1 -2.9426 -2.2931 0.3618  3.568

Force components x, y, z for each atom (eV/Å):
-2.3 -0.5 0.0
2.8 0.7 0.0
-0.1 -0.1 0.1
0.2 -0.8 0.2
0.2 0.6 -1.3
1.6 1.4 0.3
-0.2 0.1 0.3
0.2 0.0 0.3
-0.4 0.6 -0.5
-0.2 0.1 0.0
0.1 0.0 0.2
-2.0 -2.0 0.3



Entry 2:
Here is a cluster of 8 separate species, C32H40F24O16 in total from the Open Molecules 2025 dataset. Energies are from ωB97M-V with the def2-TZVPD basis set.

Properties
Gap between HOMO and LUMO   11.5 eV
Maximum force   5.479 eV/A
E_LUMO   0.4 eV
SMILES   CCOC(=O)C(F)(F)F.CCOC(=O)C(F)(F)F.CCOC(=O)C(F)(F)F.CCOC(=O)C(F)(F)F.CCOC(=O)C(F)(F)F.CCOC(=O)C(F)(F)F.CCOC(=O)C(F)(F)F.CCOC(=O)C(F)(F)F
Electronic energy   -4843.911186 Eh
Relative energy (zero: lowest compared OMol25 entry of this formula, charge and spin)   567.26 kJ/mol

Last column: Mulliken charge in e.
Geometry (Å):
C1 4.8163 -4.8476 6.6170  -0.957
C2 6.1073 -4.5204 7.2324  -0.338
O1 7.2944 -5.2067 7.0095  -0.293
C3 8.1853 -4.8735 6.0401  0.391
O2 7.8758 -4.0591 5.1280  -0.532
C4 9.5593 -5.6354 5.9440  0.811
F1 9.5074 -6.4020 4.8559  -0.235
F2 10.5472 -4.8110 5.7456  -0.221
F3 9.7513 -6.3815 7.0672  -0.236
H1 4.0807 -5.3720 7.2269  0.311
H2 5.1174 -5.6117 5.9004  0.280
H3 4.3087 -4.0271 6.1099  0.271
H4 5.9102 -4.5809 8.3027  0.405
H5 6.2091 -3.4390 7.1413  0.344
C5 -8.9037 -2.2076 0.1258  -0.998
C6 -10.2030 -2.9454 -0.1098  -0.247
O3 -10.3322 -3.9067 1.0523  -0.220
C7 -11.4685 -4.6376 1.1635  0.348
O4 -12.5113 -4.3855 0.5701  -0.540
C8 -11.3765 -5.6859 2.3333  0.858
F4 -10.3391 -5.4336 3.0885  -0.234
F5 -12.4242 -5.5288 3.1049  -0.237
F6 -11.3077 -6.9031 1.7889  -0.237
H6 -8.1994 -2.7697 0.7390  0.299
H7 -9.0617 -1.1772 0.4440  0.281
H8 -8.4885 -2.0067 -0.8618  0.322
H9 -10.0388 -3.5744 -0.9847  0.263
H10 -11.0580 -2.3143 -0.3526  0.341
C9 8.5529 11.2739 2.4749  -1.209
C10 8.5096 10.4696 1.2434  -0.121
O5 8.0842 9.1197 1.3325  -0.229
C11 7.8132 8.4009 0.2710  0.384
O6 7.9946 8.7020 -0.9160  -0.555
C12 7.1669 7.0493 0.7277  0.876
F7 6.5223 7.2423 1.9022  -0.237
F8 6.3121 6.6274 -0.1878  -0.250
F9 8.0851 6.1236 0.7635  -0.237
H11 9.0158 12.2297 2.2292  0.366
H12 9.1583 10.8966 3.2991  0.332
H13 7.5649 11.4845 2.8843  0.310
H14 9.5098 10.6027 0.8311  0.265
H15 7.8927 11.0012 0.5189  0.306
C13 5.6258 -9.8236 0.0421  -1.183
C14 6.7410 -10.4434 -0.8545  -0.149
O7 6.4983 -10.1331 -2.1769  -0.240
C15 7.3993 -10.5961 -3.1696  0.251
O8 8.3079 -11.3936 -3.0418  -0.479
C16 6.8498 -10.2744 -4.5893  0.917
F10 6.5873 -8.9770 -4.6201  -0.248
F11 7.7215 -10.6747 -5.5346  -0.230
F12 5.7110 -10.8114 -4.9367  -0.244
H16 5.9396 -10.0310 1.0651  0.349
H17 4.5968 -10.1519 -0.1045  0.328
H18 5.5020 -8.7590 -0.1565  0.328
H19 6.7679 -11.5239 -0.7127  0.304
H20 7.7144 -9.9783 -0.6988  0.295
C17 1.9318 -0.1970 0.4128  -1.134
C18 0.7405 0.2890 1.1615  -0.180
O9 -0.1513 1.0433 0.2543  -0.274
C19 -0.6482 2.2643 0.5874  0.369
O10 -0.5747 2.7635 1.6814  -0.523
C20 -1.3579 2.9968 -0.5103  0.914
F13 -1.2511 2.4059 -1.6446  -0.231
F14 -2.6776 3.0980 -0.2943  -0.254
F15 -0.7785 4.1988 -0.5025  -0.245
H21 1.5876 -0.8549 -0.3853  0.283
H22 2.6693 -0.7128 1.0277  0.369
H23 2.5297 0.5909 -0.0452  0.319
H24 1.1315 0.9166 1.9623  0.290
H25 0.1770 -0.5151 1.6350  0.295
C21 -10.9391 6.4950 -4.7951  -1.145
C22 -11.3487 6.8981 -3.3206  -0.248
O11 -12.2696 8.0150 -3.5403  -0.216
C23 -13.0898 8.3022 -2.5420  0.335
O12 -13.1931 7.7771 -1.4451  -0.539
C24 -13.8750 9.6085 -2.8211  0.911
F16 -13.3479 10.4758 -1.9012  -0.253
F17 -13.7705 10.0195 -4.0297  -0.238
F18 -15.1462 9.4593 -2.6804  -0.252
H26 -10.4994 7.2566 -5.4391  0.311
H27 -11.5854 5.9309 -5.4674  0.348
H28 -10.2087 5.6968 -4.6626  0.378
H29 -10.4965 7.0601 -2.6606  0.320
H30 -12.0071 6.1331 -2.9091  0.288
C25 2.5828 11.2934 -7.1218  -1.097
C26 4.0961 10.8431 -7.2284  -0.230
O13 4.7998 11.2320 -8.4346  -0.299
C27 5.6295 12.2437 -8.3492  0.362
O14 5.7719 12.9821 -7.4186  -0.518
C28 6.2223 12.5828 -9.7394  0.893
F19 7.0490 11.5884 -10.0845  -0.267
F20 5.2656 12.5004 -10.6665  -0.235
F21 6.9395 13.7076 -9.8205  -0.225
H31 2.1284 11.0805 -8.0894  0.308
H32 2.3767 12.3255 -6.8383  0.307
H33 2.1269 10.7086 -6.3230  0.371
H34 4.0604 9.7568 -7.3109  0.303
H35 4.5878 11.2039 -6.3249  0.326
C29 -4.9495 -13.1755 5.0815  -1.058
C30 -3.6960 -12.2810 5.2769  -0.367
O15 -3.8719 -11.0586 4.5379  -0.217
C31 -2.8516 -10.2248 4.3079  0.355
O16 -1.7118 -10.3456 4.7362  -0.533
C32 -3.3545 -8.7717 4.0432  0.910
F22 -2.5894 -8.0857 3.2344  -0.238
F23 -4.6053 -8.7286 3.5607  -0.252
F24 -3.4115 -8.2375 5.2295  -0.237
H36 -5.7299 -12.6801 5.6591  0.278
H37 -4.8253 -14.2222 5.3589  0.377
H38 -5.1447 -13.2025 4.0095  0.293
H39 -2.7555 -12.7379 4.9691  0.332
H40 -3.3935 -12.1201 6.3117  0.356

Force components x, y, z for each atom (eV/Å):
-0.7 -2.1 -2.1
-1.0 3.5 2.9
2.7 -1.6 -0.9
-3.2 3.1 -3.1
1.6 -2.7 3.3
-1.7 -0.4 0.8
-0.2 -0.7 0.3
0.7 0.7 0.6
0.2 0.5 -1.1
0.3 0.2 0.4
-0.6 0.0 -0.8
0.3 -0.1 -0.1
0.7 -0.5 0.3
0.9 0.0 -0.5
-0.3 1.0 -0.7
0.8 -1.5 0.3
-1.1 -0.1 -0.9
-1.3 2.3 -0.8
2.1 -1.1 1.0
0.0 1.5 -1.8
1.3 -0.4 0.5
-1.2 -0.6 0.3
-0.1 -0.2 0.6
-0.1 0.2 -0.1
0.0 -0.2 0.9
0.4 -0.4 -0.1
-0.3 -0.3 0.1
-0.2 -0.2 0.8
-0.6 0.4 1.9
0.9 1.2 -2.1
0.1 0.0 1.1
0.2 0.8 -3.0
-0.5 -0.8 3.2
-0.4 1.6 -0.8
0.5 -0.8 -0.6
-1.0 0.2 -0.2
1.1 -0.9 1.2
-0.1 0.1 -0.2
0.0 -0.4 -0.2
-0.1 0.0 0.0
0.2 -1.0 -0.4
-0.3 -0.3 -0.1
0.7 0.1 -0.6
-0.3 0.2 1.5
0.9 -0.2 -4.7
-1.1 -2.6 1.5
-1.4 2.1 0.4
0.5 0.6 -0.1
0.9 1.3 -0.5
0.1 0.8 0.7
-1.3 -1.6 0.5
-0.2 0.3 0.1
0.3 -0.9 -0.2
0.6 0.2 0.3
0.3 0.0 0.0
0.1 -0.3 1.1
0.3 -0.4 -1.3
0.0 1.1 0.9
0.0 0.6 -0.1
1.0 -2.0 2.8
0.0 -0.3 -0.7
-0.4 0.2 1.0
0.7 -0.6 -2.4
0.0 0.5 0.6
-0.4 0.5 -0.7
0.3 -0.2 -0.1
-0.4 -0.3 0.3
-0.4 0.3 0.0
-0.6 0.4 0.0
-0.2 0.1 -0.3
1.0 -1.0 0.9
-1.6 -0.9 -3.0
0.5 0.2 1.0
0.0 -0.1 1.8
0.3 0.3 -2.0
1.5 -1.3 1.4
-0.8 0.1 -0.9
1.6 1.6 -2.4
-2.4 -0.3 1.8
0.1 0.3 0.6
-1.2 0.5 0.6
0.7 0.2 0.1
-0.2 0.7 -0.1
0.5 -0.3 0.2
1.2 -0.1 -0.6
-1.7 0.2 0.6
-0.3 -0.4 0.2
-0.8 2.1 -0.1
0.5 -0.2 0.3
0.7 -1.5 -0.5
0.9 -0.5 0.2
-0.4 1.2 0.0
-1.1 -0.3 0.3
-0.4 0.0 0.2
0.5 0.1 -0.3
0.0 -0.3 -0.2
0.3 0.1 0.3
0.5 -0.3 -0.3
1.0 1.2 -0.2
1.2 -1.4 -0.1
-0.2 0.5 -0.6
1.3 -0.1 2.9
-1.6 -0.3 -1.5
-1.3 -1.7 -1.1
0.8 0.4 -0.3
-0.1 -0.2 -0.4
0.4 1.1 1.4
-0.4 -0.4 -0.3
0.3 0.3 0.5
-0.4 0.2 0.1
-0.2 -0.3 -0.8
-0.8 0.7 0.3



The lowest maximum force belongs to which entry?
C4H5LiORh